No. 1
This record from the OMol25 dataset describes a cluster of 2 separate species, C4H8O2 in total. The level of theory is ωB97M-V/def2-TZVPD.

Calculated values
Max |F| ... 0.50 eV/Å
Highest occupied orbital energy ... -9.2097 eV
Energy above the lowest of the compared OMol25 structures with the same formula, charge and spin ... 235.7 kJ/mol
LUMO energy ... 0.0257 hartree
Gap between HOMO and LUMO ... 9.91 eV
Molar mass ... 88.1 g mol⁻¹
SMILES ... C=C(O)CC=O.[H][H]

```
14
Properties=species:S:1:pos:R:3:forces:R:3:mulliken_charge:R:1
O 1.9683 -1.5567 0.0028 -0.19 0.38 0.25 -0.459
C -0.4929 0.9057 0.3688 -0.09 -0.18 -0.20 0.677
C 1.4966 -0.5763 0.5247 0.15 -0.22 -0.10 0.054
H -1.6935 0.1960 -1.1972 0.07 0.12 0.10 0.242
H -0.1076 -2.2609 -2.2823 0.03 0.01 0.02 0.182
H -0.5360 -1.2533 0.4284 0.11 0.16 0.04 0.296
H 2.1347 0.2885 0.7995 -0.04 -0.10 -0.05 0.347
H -1.6757 2.0412 -0.9732 0.08 -0.13 0.07 0.242
H 0.4347 -2.1825 -1.7773 -0.07 -0.03 -0.07 -0.194
H -0.0713 -0.4459 1.9490 0.03 0.00 -0.12 0.299
O 0.0457 1.9238 1.1004 -0.05 0.15 -0.03 -0.484
H -0.2372 2.7675 0.7260 0.03 -0.05 0.05 0.314
C -1.3296 1.0606 -0.6544 0.01 -0.01 0.04 -0.963
C 0.0255 -0.4182 0.8546 -0.07 -0.11 -0.01 -0.553
```
Forces are in eV/Å.

---

No. 2
This record from the OMol25 dataset describes a cluster of 11 separate species, H22O11 in total in a non-equilibrium geometry. The level of theory is ωB97M-V/def2-TZVPD.

Calculated values
Max |F| ... 7.50 eV/Å
<S²> ... 0.756
Net charge ... +1
Highest occupied orbital energy (spin up / spin down) ... -14.0714 / -13.5255 eV
Energy above the lowest of the compared OMol25 structures with the same formula, charge and spin ... 466.4 kJ/mol
LUMO energy (spin up / spin down) ... -0.1288 / -0.4089 hartree
Gap between HOMO and LUMO (spin up / spin down) ... 10.57 / 2.40 eV
2S+1 ... 2
Molar mass ... 198.2 g mol⁻¹

```
33
Properties=species:S:1:pos:R:3:forces:R:3:mulliken_charge:R:1
H 3.5599 1.6704 -3.2435 -1.22 -1.41 -1.94 0.343
H -1.4015 1.5855 1.3674 -1.44 -3.50 2.42 0.295
H 4.6630 -0.1059 1.1825 5.36 -0.68 2.81 0.276
H 1.2653 2.1814 2.4135 0.20 0.05 1.06 0.347
H -1.4257 0.8095 -3.8885 -0.56 -1.28 -0.75 0.322
H 1.5061 2.2990 4.0178 0.08 0.13 -1.59 0.375
O -4.5356 0.2730 -2.0001 2.02 2.82 2.60 -0.622
O -1.1828 -2.1632 3.2417 1.62 2.03 -6.93 -0.573
H -1.1394 2.1127 -3.4223 0.18 1.23 0.26 0.320
O -1.1082 -3.2441 -0.2329 -0.38 -0.90 2.26 -0.564
H -0.9878 -2.3764 4.0511 0.99 -2.20 7.11 0.282
H -0.8618 0.5658 3.1922 -3.01 -0.72 -0.15 0.282
O -1.1901 2.1801 0.7310 1.93 4.77 -1.87 -0.339
O 1.0087 -1.8681 -1.7803 1.89 -1.28 1.59 -0.704
H -0.3669 -2.8231 -0.5824 1.69 1.66 -2.20 0.260
H -2.0717 -2.2037 3.0401 -2.84 -0.41 -0.15 0.303
H 1.8674 -2.0479 -1.2441 -1.92 0.82 -1.34 0.352
H -4.3933 1.0987 -1.3470 -1.07 -2.58 -2.23 0.325
O 3.0028 1.1302 -3.9239 -1.08 1.35 3.59 -0.603
O -0.7055 1.2702 -3.4868 0.48 0.06 0.24 -0.596
H -3.6042 -0.0425 -1.9505 -0.91 -0.22 -0.37 0.306
O -1.0612 0.4026 -1.0122 2.24 -0.36 -1.91 -0.549
H 3.4389 0.6225 1.2376 0.33 -0.91 -0.95 0.310
H 2.1137 1.0644 -3.3982 2.26 0.06 -1.69 0.303
O 3.9205 -0.0702 0.7148 -5.74 1.58 -1.87 -0.580
O 1.8025 2.6112 3.1151 -0.35 -0.28 0.45 -0.462
O -0.0466 0.2703 3.4625 4.47 2.17 0.44 -0.530
H -0.5950 -3.4381 0.5847 -1.41 -0.55 0.18 0.366
H -1.0014 -0.4907 -0.7087 -0.98 -1.68 1.66 0.315
H 0.7799 -2.7831 -2.0420 0.08 0.63 -0.36 0.316
H 0.2087 -0.5857 3.7661 -1.27 -0.85 -0.28 0.275
H -0.3034 0.1813 -1.6594 -1.11 1.66 0.22 0.378
H -1.1556 1.9139 -0.1955 -0.52 -1.20 -0.31 0.470
```
Forces are in eV/Å.

---

No. 3
This record from the OMol25 dataset describes the molecule C14H14N6OS2 in a non-equilibrium geometry. The level of theory is ωB97M-V/def2-TZVPD.

Calculated values
Max |F| ... 1.27 eV/Å
Highest occupied orbital energy ... -8.3815 eV
Energy above the lowest of the compared OMol25 structures with the same formula, charge and spin ... 35.8 kJ/mol
LUMO energy ... 0.0147 hartree
Gap between HOMO and LUMO ... 8.78 eV
Molar mass ... 346.4 g mol⁻¹
SMILES ... CCn1c(SCC(=O)Nc2nccs2)nnc1-c1ccncc1

```
37
Properties=species:S:1:pos:R:3:forces:R:3:mulliken_charge:R:1
C -0.6969 -1.2116 -2.5355 -0.11 -0.09 0.18 -0.997
S 1.8928 -1.9823 -0.3251 0.11 -0.51 -0.17 -0.191
N 3.3625 0.5098 1.6452 0.54 0.32 0.63 -0.125
H -1.0967 -1.8363 -3.3290 -0.02 -0.05 -0.13 0.367
H 2.7211 3.6879 -1.8661 -0.02 0.17 -0.17 0.458
H 3.2277 1.0861 2.4684 -0.02 -0.26 -0.09 0.230
C -3.2865 0.6149 1.8917 0.03 -0.06 -0.24 -0.501
C 3.1233 1.5398 -1.7025 -0.17 0.74 -0.10 -0.705
H -5.3204 0.9364 -1.2853 0.03 -0.01 -0.12 0.375
C -2.6503 0.3083 0.6868 -0.57 0.13 -0.01 0.632
N -5.3200 1.1010 0.7452 -0.50 0.15 -0.04 -0.623
C 3.2222 1.1500 0.4483 -0.13 1.02 -0.26 0.464
H -0.6615 -2.7870 -1.0691 -0.18 0.06 0.06 0.436
H -2.7361 0.5459 2.8154 0.02 -0.01 0.11 0.443
C -4.6137 1.0033 1.8602 0.22 -0.02 0.22 -0.374
O 3.1985 -1.2302 3.0493 -0.01 -0.09 0.07 -0.617
C -4.7129 0.8299 -0.3958 0.10 -0.07 -0.25 -0.454
H 3.1721 1.2125 -2.7249 -0.01 0.05 -0.22 0.411
H -1.0783 -0.2000 -2.6584 -0.02 0.07 -0.02 0.293
H 3.5834 -2.7760 1.1304 -0.01 0.24 0.08 0.489
H -5.1445 1.2466 2.7709 0.04 -0.01 0.13 0.378
H 0.3863 -1.1849 -2.6235 0.08 0.04 -0.07 0.375
N 0.7832 -0.1805 1.4132 0.45 -0.60 -0.31 0.200
N 3.3126 0.6227 -0.7225 0.33 -0.68 0.42 -0.239
S 2.8951 2.8810 0.4407 0.05 -0.65 -0.22 -0.175
C 2.8907 2.8064 -1.2833 0.02 -0.07 0.02 -0.231
N -0.4136 0.3717 1.6227 -1.14 0.52 0.19 -1.153
C -3.3874 0.4356 -0.4895 0.05 -0.01 0.24 -0.232
N -0.6067 -0.9772 -0.0948 0.36 0.32 0.61 0.226
H 4.1511 -1.4429 0.0657 -0.08 -0.01 0.06 0.362
C -1.2536 -0.0863 0.7296 0.49 -0.06 0.08 0.543
C -1.0955 -1.7878 -1.1796 -0.16 -0.18 -0.54 -1.073
C 0.6693 -0.9916 0.3942 -0.09 0.12 0.06 0.320
H -2.1817 -1.8629 -1.0862 0.18 -0.08 0.04 0.585
H -2.9462 0.2657 -1.4583 0.04 -0.03 -0.10 0.316
C 3.2468 -0.8368 1.9119 0.33 -0.06 0.05 0.314
C 3.3639 -1.7812 0.7397 -0.26 -0.36 -0.18 -0.524
```
Forces are in eV/Å.